The following is a quantum chemistry calculation of a structure of composition C46H55HgN3S2 in a non-equilibrium geometry, from the Open Molecules 2025 dataset.

XYZ file:
```
107
Properties=species:S:1:pos:R:3:forces:R:3
Hg 0.09575 0.71067 0.73179 -0.1 0.6 0.1
C -0.25680 -1.46571 2.79805 0.2 0.2 -0.1
C 0.01917 -0.85712 4.00864 -0.9 0.0 -0.4
C 1.22593 -0.07495 3.82060 1.3 -0.1 0.4
C 1.72404 -0.34058 2.56833 -0.9 -0.1 -0.3
C 0.77255 -1.12567 1.80401 0.3 -1.3 -0.3
C 1.30399 -2.24248 0.85094 -0.1 -0.8 -0.3
C 2.30745 -1.73140 -0.23302 0.5 -0.2 1.8
C 2.08583 -3.30938 1.69115 0.3 0.2 -1.0
C 0.12235 -2.94733 0.13328 0.3 0.1 0.5
C 2.05832 0.90807 4.65079 -1.0 0.8 0.4
C 2.31427 0.57710 6.11457 1.1 -1.2 -0.3
C 3.44917 0.95185 4.05323 0.3 1.5 0.5
C 1.46970 2.36086 4.56445 1.1 -0.1 -0.1
C -0.90034 -0.94673 5.24804 0.9 -1.1 -0.8
C -0.17306 -1.80503 6.35237 -0.5 0.5 -0.7
C -1.25216 0.41944 5.72066 0.5 1.3 1.0
C -2.26347 -1.57693 4.94419 0.1 -0.1 -1.9
H -1.09046 -2.12748 2.59222 0.1 0.1 0.1
H 2.61137 0.06982 2.12694 0.1 -0.1 0.0
H 3.10942 -1.17768 0.34129 -0.6 -0.5 -1.0
H 1.82070 -1.08472 -0.92852 -0.3 0.7 -0.5
H 2.75768 -2.56779 -0.80167 -0.2 0.3 0.4
H 3.02180 -2.86613 2.04753 0.0 -0.1 -0.1
H 2.32254 -4.21025 1.07284 -0.1 0.6 0.4
H 1.55348 -3.63112 2.56528 -0.6 -0.1 0.4
H -0.60430 -2.24277 -0.26051 -0.1 0.2 0.1
H -0.37651 -3.66699 0.77379 -0.3 0.1 0.4
H 0.46910 -3.55201 -0.68704 0.5 -0.2 -0.6
H 2.75013 -0.43804 6.16695 0.0 0.3 0.0
H 1.49277 0.56554 6.76399 -1.5 0.1 0.7
H 3.04952 1.24193 6.56133 0.1 0.3 -0.1
H 3.88733 -0.02109 3.96818 0.2 -0.5 -0.4
H 4.08151 1.53235 4.72056 0.2 0.1 0.3
H 3.44018 1.55988 3.16067 0.2 -0.3 -0.7
H 0.54782 2.52139 5.12587 0.3 -0.1 0.2
H 1.23604 2.62566 3.53672 0.0 -0.1 -0.2
H 2.29398 3.04976 4.88358 -0.9 -0.3 0.1
H 0.88363 -1.51322 6.39186 -0.4 -0.2 0.2
H -0.23741 -2.85977 6.04912 0.1 0.2 0.2
H -0.67639 -1.66120 7.32352 0.3 -0.1 -0.2
H -0.41349 0.99711 6.12914 -0.1 -0.3 -0.1
H -1.98642 0.33296 6.50629 -0.3 0.1 0.5
H -1.70192 1.03003 4.95284 -0.1 0.1 -0.5
H -2.27882 -2.58994 4.52656 0.5 0.1 0.0
H -2.86817 -0.95739 4.24884 0.5 -0.2 0.2
H -2.82992 -1.62619 5.82274 -0.8 -0.1 1.6
C -4.63062 1.26421 1.61405 -0.9 -0.5 -0.3
C -4.76337 2.64510 1.44009 0.2 -0.3 0.4
C -3.61521 3.41790 1.48704 0.0 -0.2 0.1
C -2.35558 2.82814 1.63239 -0.4 -1.3 -0.3
N -2.28815 1.49873 1.77347 0.3 -0.1 0.0
C -3.37344 0.72399 1.75719 1.0 0.8 0.5
C -1.06220 3.53797 1.50121 0.9 0.0 -0.4
C -1.04101 4.91077 1.77668 0.8 -0.5 -0.5
C 0.08364 5.68643 1.55689 2.0 -1.4 -0.5
C 1.28041 5.03112 1.12417 -2.0 -0.6 0.2
C 1.24000 3.65175 0.89660 -0.2 0.4 0.1
C 0.09695 2.85769 1.02109 -0.9 0.7 0.7
H -5.47209 0.56378 1.60618 0.1 0.5 0.0
H -5.74154 3.12282 1.32443 0.4 -0.3 0.0
H -3.67465 4.47593 1.42303 -0.2 0.7 -0.3
H -3.13559 -0.32325 1.95198 -0.5 0.1 -0.3
H -1.94059 5.30244 2.15872 -0.8 0.9 0.4
H 0.18792 6.73057 1.73006 -0.5 0.7 0.3
H 2.19604 5.55069 0.91057 0.2 0.4 0.1
H 2.14576 3.17032 0.59216 0.5 -0.2 -0.3
S -1.64818 0.11674 -1.25543 -0.2 0.0 0.0
C -0.94857 -0.04539 -2.80924 -0.5 -0.1 0.4
N -1.67120 -0.72067 -3.79069 0.4 0.5 0.6
C -1.27489 -0.48914 -5.15552 0.4 1.9 0.9
C 0.19796 -0.74802 -5.29325 -0.3 2.3 -0.1
N 0.86824 0.20375 -4.39838 -0.4 -1.3 0.2
C 2.29870 0.20529 -4.63716 -0.4 1.0 0.9
C 2.54601 1.13888 -5.79213 0.8 -0.2 0.2
C 3.45597 0.78581 -6.76621 0.0 0.2 -0.7
C 3.68158 1.61310 -7.86587 -0.6 0.9 0.6
C 3.07468 2.87993 -7.93511 -0.3 -1.3 1.3
C 2.17775 3.24010 -6.89671 0.2 0.7 -1.1
C 1.88313 2.35625 -5.88294 -0.3 0.1 1.0
C 0.31289 0.51562 -3.13405 0.4 -0.2 -1.0
S 1.11810 1.63824 -2.17427 0.2 0.0 0.3
C -2.94951 -1.32143 -3.54883 -0.9 -1.5 0.2
C -2.87019 -2.85593 -3.79745 0.6 1.0 0.4
C -1.81537 -3.44439 -3.07494 -1.3 -0.3 -1.0
C -1.55808 -4.76520 -3.28227 1.8 -0.9 1.0
C -2.30952 -5.57627 -4.11544 -0.2 -0.4 0.6
C -3.39373 -5.01667 -4.73202 -0.9 0.8 -1.1
C -3.65589 -3.62901 -4.65340 0.1 0.6 0.2
H -1.44218 0.61173 -5.41760 0.1 -1.2 0.1
H -1.87436 -1.08123 -5.77255 -0.8 -1.0 -1.1
H 0.47715 -0.43127 -6.30817 0.2 -0.5 0.0
H 0.49983 -1.74355 -5.08146 0.1 -1.2 0.1
H 2.68633 -0.78903 -4.89792 -0.2 0.0 0.2
H 2.72769 0.55604 -3.66718 0.2 -0.1 -0.9
H 3.96960 -0.16379 -6.71353 0.0 -0.1 0.1
H 4.32363 1.27403 -8.64960 0.4 0.0 -0.4
H 3.31399 3.50632 -8.76579 -0.1 0.5 -0.3
H 1.68067 4.22546 -6.91298 0.3 -0.6 0.0
H 1.18062 2.58625 -5.05846 0.4 0.1 -0.7
H -3.72832 -0.89178 -4.16655 -0.2 0.3 -0.4
H -3.28680 -1.17656 -2.50051 0.6 0.1 -0.6
H -1.25164 -2.87944 -2.37060 0.4 0.4 0.3
H -0.69724 -5.18686 -2.73826 -0.5 0.0 -0.3
H -2.12202 -6.65293 -4.15184 0.0 0.4 -0.2
H -4.03897 -5.62197 -5.36019 0.0 0.0 0.0
H -4.44245 -3.10741 -5.25646 0.6 -0.8 0.6
```
Positions in Å, forces in eV/Å.

As for the gap between HOMO and LUMO (spin up / spin down): 5.85 / 6.76 eV. The calculation puts the energy above the lowest of the compared OMol25 structures with the same formula, charge and spin at 122.7 kJ/mol. As for the highest occupied orbital energy (spin up / spin down): -3.317 / -4.410 eV. The value obtained for the largest force on an atom is 2.49 eV/A. Its expectation value of S² is 0.7549. As for the spin multiplicity: 2. The calculated total energy is -78910.26823 eV. As for the net charge: -1.